# C79H70HgN6P2S5

A molecular structure, C79H70HgN6P2S5 in a non-equilibrium geometry (ωB97M-V/def2-TZVPD, OMol25).

CARTESIAN COORDINATES (ANGSTROEM)
Hg (0.784, 0.478, 0.792)
S (1.017, 0.747, 3.248)
C (2.730, 0.624, 3.433)
N (3.232, 0.733, 4.697)
C (4.663, 0.730, 4.867)
C (5.266, -0.313, 3.935)
N (4.884, 0.005, 2.582)
C (5.933, 0.008, 1.584)
C (6.848, 1.196, 1.760)
C (8.140, 1.038, 2.243)
C (8.964, 2.137, 2.416)
C (8.500, 3.405, 2.110)
C (7.210, 3.570, 1.632)
C (6.387, 2.472, 1.458)
C (3.617, 0.447, 2.347)
S (3.183, 0.773, 0.705)
C (2.423, 0.672, 5.894)
C (2.507, -0.687, 6.546)
C (2.102, -1.814, 5.838)
C (2.162, -3.066, 6.423)
C (2.625, -3.205, 7.722)
C (3.046, -2.090, 8.425)
C (2.993, -0.838, 7.837)
H (4.894, 0.500, 5.907)
H (5.076, 1.716, 4.612)
H (4.891, -1.307, 4.213)
H (6.354, -0.305, 4.010)
H (5.460, 0.039, 0.602)
H (6.498, -0.925, 1.676)
H (8.509, 0.048, 2.476)
H (9.968, 2.001, 2.790)
H (9.145, 4.261, 2.239)
H (6.848, 4.558, 1.390)
H (5.382, 2.595, 1.081)
H (1.392, 0.878, 5.603)
H (2.762, 1.451, 6.586)
H (1.739, -1.701, 4.827)
H (1.842, -3.936, 5.868)
H (2.665, -4.180, 8.183)
H (3.418, -2.193, 9.433)
H (3.329, 0.028, 8.390)
N (-0.414, -1.097, 0.441)
S (-1.814, -1.439, 0.184)
N (-3.028, -0.506, 0.801)
S (-3.492, 0.932, 1.080)
N (-3.136, 2.185, 0.240)
S (-1.608, 2.855, 0.144)
N (-0.438, 2.000, 0.279)
C (-1.726, 3.629, -1.478)
C (-0.545, 3.744, -2.189)
C (-0.574, 4.302, -3.456)
C (-1.779, 4.730, -3.993)
C (-2.958, 4.597, -3.274)
C (-2.935, 4.041, -2.006)
C (-1.639, 4.226, 1.334)
C (-0.936, 4.068, 2.515)
C (-0.859, 5.128, 3.402)
C (-1.464, 6.336, 3.091)
C (-2.148, 6.489, 1.895)
C (-2.242, 5.427, 1.011)
C (-3.193, 1.353, 2.798)
C (-2.467, 0.560, 3.665)
C (-2.316, 0.985, 4.977)
C (-2.883, 2.180, 5.393)
C (-3.582, 2.982, 4.500)
C (-3.736, 2.564, 3.193)
C (-5.295, 0.871, 1.004)
C (-6.017, 2.013, 0.697)
C (-7.402, 1.976, 0.743)
C (-8.056, 0.807, 1.096)
C (-7.328, -0.341, 1.365)
C (-5.944, -0.309, 1.322)
C (-2.194, -2.015, -1.672)
C (-1.947, -0.853, -2.636)
C (-2.460, -1.058, -4.032)
C (-3.199, -2.027, -4.576)
C (-3.770, -3.213, -3.976)
C (-3.971, -3.439, -2.678)
C (-2.200, -2.946, 1.142)
C (-1.471, -4.092, 0.872)
C (-1.611, -5.206, 1.680)
C (-2.486, -5.182, 2.753)
C (-3.231, -4.043, 3.009)
C (-3.078, -2.922, 2.212)
H (0.367, 3.382, -1.738)
H (0.340, 4.406, -4.019)
H (-1.804, 5.170, -4.978)
H (-3.893, 4.930, -3.698)
H (-3.840, 3.906, -1.434)
H (-0.436, 3.129, 2.715)
H (-0.309, 5.014, 4.324)
H (-1.386, 7.171, 3.772)
H (-2.593, 7.438, 1.638)
H (-2.755, 5.542, 0.068)
H (-2.023, -0.361, 3.319)
H (-1.757, 0.375, 5.671)
H (-2.777, 2.491, 6.421)
H (-4.010, 3.922, 4.816)
H (-4.270, 3.157, 2.465)
H (-5.491, 2.909, 0.415)
H (-7.967, 2.865, 0.507)
H (-9.133, 0.783, 1.152)
H (-7.836, -1.261, 1.615)
H (-5.365, -1.194, 1.524)
H (-2.053, 0.734, -1.204)
H (-2.149, -0.247, -4.683)
H (-3.411, -1.938, -5.635)
H (-4.108, -3.967, -4.677)
H (-4.395, -4.380, -2.360)
H (-0.786, -4.108, 0.042)
H (-1.030, -6.090, 1.465)
H (-2.579, -6.045, 3.393)
H (-3.933, -4.020, 3.830)
H (-3.621, -2.015, 2.417)
C (0.978, 0.137, -4.463)
P (0.860, -0.105, -2.624)
C (2.405, -0.977, -2.248)
C (2.470, -1.943, -1.248)
C (3.695, -2.467, -0.877)
C (4.861, -2.020, -1.479)
C (4.802, -1.031, -2.447)
C (3.582, -0.498, -2.819)
C (-0.477, -1.298, -2.555)
C (-2.566, 0.421, -2.115)
C (-4.003, 0.050, -1.864)
C (-4.454, -1.187, -1.678)
C (-3.626, -2.462, -1.593)
C (-0.838, -2.499, -2.031)
P (2.028, -1.079, -5.435)
C (1.291, -0.841, -7.096)
C (1.534, -1.856, -8.021)
C (1.077, -1.751, -9.319)
C (0.371, -0.627, -9.720)
C (0.148, 0.396, -8.815)
C (0.614, 0.297, -7.515)
C (1.190, -2.654, -5.000)
C (1.913, -3.583, -4.260)
C (1.378, -4.827, -3.979)
C (0.108, -5.150, -4.426)
C (-0.623, -4.223, -5.151)
C (-0.087, -2.983, -5.445)
H (1.404, 1.133, -4.631)
H (-0.044, 0.131, -4.850)
H (1.562, -2.282, -0.765)
H (3.744, -3.214, -0.098)
H (5.817, -2.435, -1.188)
H (5.706, -0.657, -2.904)
H (3.539, 0.300, -3.547)
H (-2.506, 1.250, -2.825)
H (-4.709, 0.869, -1.879)
H (-5.515, -1.345, -1.532)
H (-3.833, -2.927, -0.620)
H (-0.301, -3.402, -1.818)
H (2.083, -2.735, -7.708)
H (1.271, -2.547, -10.022)
H (0.003, -0.549, -10.733)
H (-0.392, 1.280, -9.123)
H (0.443, 1.122, -6.837)
H (2.907, -3.334, -3.916)
H (1.956, -5.550, -3.422)
H (-0.307, -6.127, -4.225)
H (-1.613, -4.478, -5.497)
H (-0.662, -2.280, -6.031)

Output
E_HOMO (alpha / beta)	-7.87 / -9.17	eV
HOMO-LUMO gap (alpha / beta)	5.74 / 7.04	eV
multiplicity	2
expectation value of S²	0.7538
charge	+1

Atomic partial charges in e from the Löwdin method, atoms 1 to 2: atom 1 (Hg): 0.652, atom 2 (S): 0.610